34
Properties=species:S:1:pos:R:3:forces:R:3 method="wB97M-V/def2-TZVPD" total_charge=-1 orbital_gap_ev=7.851 fmax_ev_per_a=5.7
N 3.69534 -0.02352 3.58652 -0.03 0.55 -0.55
C 2.71405 0.75609 2.81693 1.18 -0.02 0.04
S 0.94088 0.40186 3.23124 -4.54 -2.46 2.46
O 0.20014 0.20985 1.91800 2.04 0.39 1.92
O 0.34659 1.54726 4.02431 1.91 -1.52 -1.58
O 0.86534 -0.92080 4.13708 1.21 3.91 -3.18
H 3.80975 0.31768 4.53931 -0.42 -0.44 -0.34
H 3.52504 -1.02771 3.54211 -0.27 0.54 0.35
H 2.94251 1.85059 3.00311 -0.67 -1.25 -0.31
H 2.85955 0.51769 1.72536 -0.46 0.31 1.09
C -1.43032 1.80443 -2.46799 0.14 -0.09 -0.26
C -0.62931 2.16341 -1.22480 -0.62 0.23 0.04
C -1.53486 2.37859 -0.02341 0.11 0.02 0.24
O 0.12362 3.35263 -1.47323 0.38 0.02 -0.13
H -2.12305 2.61063 -2.73403 -0.06 0.00 0.16
H -0.76601 1.66286 -3.32430 -0.01 -0.10 0.09
H -2.00406 0.88786 -2.31534 0.01 0.07 0.01
H 0.08530 1.36693 -1.00612 0.06 0.18 -0.01
H -2.23169 3.20564 -0.20446 -0.05 -0.05 -0.18
H -0.94690 2.64514 0.85707 -0.02 -0.24 -0.04
H -2.11165 1.47921 0.20260 0.07 0.05 0.07
H -0.50012 4.06205 -1.66692 0.00 -0.11 0.08
C -0.56492 -3.72834 -2.09973 0.24 -0.17 -0.21
C -0.15032 -2.37444 -1.54269 -0.80 -0.15 0.20
C -0.92740 -2.03174 -0.28250 0.16 0.23 0.11
O -0.37604 -1.36486 -2.52533 0.37 0.09 -0.29
H -1.62634 -3.73051 -2.36826 -0.01 0.04 0.15
H -0.00663 -3.95600 -3.01208 0.03 0.00 0.07
H -0.38747 -4.52506 -1.37339 -0.05 0.03 -0.03
H 0.92046 -2.38011 -1.32470 -0.05 0.17 -0.14
H -2.00205 -1.97608 -0.49068 0.00 -0.18 -0.10
H -0.62769 -1.05363 0.10050 0.09 -0.17 0.14
H -0.76202 -2.77646 0.49902 -0.03 0.11 0.03
H -1.31970 -1.35113 -2.72324 0.07 -0.01 0.11

29
Properties=species:S:1:pos:R:3:forces:R:3 method="wB97M-V/def2-TZVPD" total_charge=+1 orbital_gap_ev="6.732 / 6.473" fmax_ev_per_a=5.6 multiplicity=3
C 0.72402 -1.90548 -0.19784 -1.60 0.01 1.47
C 2.83813 0.01037 -0.86228 0.85 -1.52 1.52
C 1.88541 0.60684 1.22777 1.68 2.13 2.20
C -1.53868 0.59481 1.88820 -2.98 -4.25 -2.01
C -1.77290 1.84645 -0.98598 0.11 -2.40 0.03
C -2.68740 -1.19790 -0.63049 -0.64 0.86 -0.03
C 0.37411 -0.51707 -0.48337 -0.04 0.83 4.79
N 1.56014 0.49944 -0.18886 -2.05 -1.05 -1.13
Si -1.45391 0.10937 -0.06581 0.16 2.22 0.31
H -0.18268 -2.49637 0.19767 1.07 0.39 -1.97
H 1.47320 -2.29969 -0.87644 -0.48 -0.84 -0.76
H 1.21245 -1.95424 0.73848 1.36 0.11 1.35
H 3.65789 0.58875 -0.43288 -0.14 0.40 -0.55
H 3.04445 -1.02074 -0.35657 -0.56 1.69 -1.35
H 2.85885 -0.03438 -1.96059 -0.48 0.14 0.60
H 1.23018 0.96315 2.05105 -0.82 -0.21 -1.54
H 2.27739 -0.30098 1.63034 0.51 -0.67 -0.19
H 2.67620 1.41282 1.24584 -0.38 -1.06 0.18
H -0.84833 1.28972 2.05447 2.57 3.08 0.89
H -2.57839 0.93188 2.05031 0.50 0.16 -0.18
H -1.40201 -0.28158 2.54260 0.12 0.31 -0.24
H -2.83225 1.97374 -0.64211 0.56 0.05 -1.15
H -1.26410 2.76410 -0.70286 0.36 -0.20 0.14
H -1.54519 1.57103 -2.07516 -1.05 0.84 1.31
H -3.38352 -0.66641 -1.35939 0.79 -0.76 0.85
H -2.15661 -2.00091 -1.18849 -0.71 0.23 0.65
H -3.31312 -1.50295 0.27360 0.93 -0.09 -1.37
H 0.34982 -0.33356 -2.03074 -0.08 0.63 -3.31
H 1.23316 1.45825 -0.46045 0.46 -1.03 -0.50

32
Properties=species:S:1:pos:R:3:forces:R:3 method="wB97M-V/def2-TZVPD" total_charge=+1 orbital_gap_ev=3.462 fmax_ev_per_a=3.8
C 1.81822 -1.72481 0.68400 -0.14 -0.58 0.15
C 1.71034 -1.61879 -0.81608 0.82 -0.12 -0.95
Nb 0.28961 0.03557 -0.93094 -3.72 0.36 -0.37
C -1.67295 -0.80729 -0.81589 1.03 -0.31 0.14
C -2.61733 -0.11159 0.15378 -0.23 -0.15 0.33
C -2.58697 1.41909 0.10042 0.43 0.08 0.33
C -2.46904 -0.62958 1.59432 0.09 -0.05 0.16
S 2.38747 1.49053 -0.50215 -0.43 0.73 0.82
C 3.69672 1.22142 0.67085 0.28 0.05 -0.14
O 1.64413 2.66281 -0.12096 0.43 0.14 -0.30
O 2.78576 1.27242 -1.87186 -0.18 -0.21 0.27
H 2.76004 -1.32423 1.05610 -0.12 0.04 -0.03
H 1.00785 -1.22443 1.25697 0.03 -0.07 -0.12
H 1.74864 -2.77998 0.97529 -0.04 0.16 0.06
H 2.65200 -1.56662 -1.36249 -0.05 0.05 0.20
H 1.15812 -2.44727 -1.28241 -0.18 0.20 0.17
H 0.40285 0.57905 0.84674 1.28 0.02 -0.50
H -0.30535 1.53737 -1.72653 0.61 -0.52 -0.22
H 0.80484 -0.48709 -2.61017 0.72 0.07 0.75
H -2.00710 -0.79182 -1.86951 0.05 0.10 0.10
H -1.44592 -1.85369 -0.54520 -0.27 0.04 -0.05
H -3.63066 -0.41262 -0.19074 0.32 0.00 0.11
H -3.46336 1.81441 0.62327 0.10 0.01 -0.04
H -2.57731 1.82175 -0.91346 0.01 -0.05 -0.01
H -1.70159 1.82023 0.62156 -0.08 -0.04 -0.11
H -1.42942 -0.87282 1.84575 -0.11 0.06 -0.06
H -3.06322 -1.53228 1.76039 0.12 0.06 -0.07
H -2.79935 0.11710 2.32176 -0.04 -0.07 -0.14
H 4.46858 0.61756 0.19399 -0.09 -0.02 0.13
H 3.25878 0.76209 1.55415 0.02 0.04 -0.06
H 4.05193 2.22955 0.90893 0.00 -0.13 -0.08
Zn -4.87632 0.78395 -1.60987 -0.65 0.10 -0.49

32
Properties=species:S:1:pos:R:3:forces:R:3 method="wB97M-V/def2-TZVPD" total_charge=+1 orbital_gap_ev="8.811 / 5.624" fmax_ev_per_a=4.1 multiplicity=2
C 2.02473 1.61001 -1.71375 -1.00 1.43 2.89
C 2.63243 1.14973 -2.80115 1.76 0.29 -1.64
C 0.16477 1.32205 -0.13316 -2.67 0.95 2.90
C 1.11029 0.78680 -0.91080 3.00 0.81 -2.60
C -2.75934 0.15378 2.06002 0.68 -0.10 0.52
C -1.82468 0.99921 1.25480 -2.45 0.34 1.51
C -0.77531 0.49081 0.61217 2.94 1.21 -1.44
H 2.22241 2.65677 -1.28967 -0.43 -1.45 -1.03
H 2.49907 0.14425 -3.16005 -0.24 -0.31 0.03
H 3.35719 1.75180 -3.41804 -0.99 -0.49 0.88
H 0.08527 2.43139 -0.01634 -0.01 -0.97 -0.30
H 1.23522 -0.25826 -1.03563 -0.31 -1.07 0.02
H -2.53020 0.23936 3.15056 0.00 0.14 -0.64
H -3.80250 0.39194 1.96023 -0.42 0.61 -0.15
H -2.67437 -0.89058 1.81033 0.32 -0.44 -0.07
H -2.07537 2.05966 1.21452 0.30 -0.03 -0.13
H -0.49703 -0.52926 0.72322 -0.14 -0.91 -0.16
H -0.69849 -2.26119 -2.87855 -0.07 -0.15 -0.41
H -1.25094 -1.05029 -2.02565 0.34 -1.31 -0.26
O -0.84575 -1.97490 -1.98044 -0.36 1.30 0.45
H 1.44407 -3.12930 -0.50147 2.29 -1.97 -1.32
H 0.20367 -2.37905 -0.69669 -0.50 0.00 -0.14
O 0.85915 -2.62310 -0.02052 -1.77 1.81 1.22
H 1.15463 0.04005 2.92959 0.29 -2.71 -0.54
H 0.38013 1.26821 2.65020 0.09 0.21 0.27
O 1.11124 0.93157 3.17452 -0.36 2.87 0.43
H 2.18179 -1.92987 2.62106 0.48 -0.14 0.36
H 1.13332 -1.95708 1.55007 -0.20 -0.46 -0.69
O 1.29244 -1.63979 2.43929 -0.18 0.29 0.49
H -2.33358 0.65839 -1.25644 0.81 -0.24 -2.02
H -1.13129 1.04581 -2.16081 0.75 0.88 -0.12
O -1.89297 0.49104 -2.15143 -1.97 -0.38 1.69

33
Properties=species:S:1:pos:R:3:forces:R:3 method="wB97M-V/def2-TZVPD" orbital_gap_ev=7.736 fmax_ev_per_a=4.6
C 1.44320 1.31562 1.69737 1.20 -2.13 1.72
C 0.74004 0.25309 1.23615 3.19 0.40 3.11
C -0.32400 0.50502 0.39388 -2.06 -1.57 1.32
C -1.60951 -0.06626 1.03128 -1.31 -1.74 0.59
C -2.57773 1.06519 1.62986 1.42 -3.41 2.59
C -0.18499 1.23938 -0.68815 -0.40 0.56 -1.71
C 1.07997 1.73770 -1.45012 -2.10 -3.25 1.73
N -1.36700 1.48273 -1.35837 0.22 0.62 -3.64
H 2.40953 1.10121 2.28763 -1.81 0.74 -0.83
H 1.07913 2.32684 1.61163 0.13 0.14 -0.34
H 0.94493 -0.81157 1.59297 -0.05 1.57 -0.70
H -1.31737 -0.88897 1.88336 -0.57 2.31 -2.01
H -2.22912 -0.69479 0.33592 0.55 0.63 0.09
H -3.64164 0.66215 1.85671 1.84 0.95 -0.62
H -2.01939 1.25457 2.61822 -1.31 0.48 -1.32
H -2.46494 1.86227 0.96542 -0.59 1.63 -0.56
H 1.17548 1.27663 -2.41469 -0.25 0.23 -0.75
H 1.88322 1.41520 -0.88022 1.73 -0.85 0.86
H 1.15515 2.74306 -1.36662 -0.16 3.34 -0.60
H -1.19463 1.79901 -2.33882 -0.89 -0.05 1.52
H -2.22462 1.74110 -0.92313 -0.17 0.13 0.13
O -1.01556 -1.90193 -1.79656 -2.51 3.57 -1.37
H -1.93144 -1.35655 -2.00672 3.45 -2.02 0.84
H -0.34280 -1.15003 -1.87467 -1.22 -1.24 0.42
O -0.21399 -2.76703 0.58500 -1.56 -2.29 -1.70
H -0.33006 -3.79218 0.50299 0.10 2.87 0.25
H -0.81148 -2.36143 -0.17587 1.28 -1.12 1.65
O 1.77938 -2.22581 -1.12410 -1.26 -0.87 2.67
H 1.39730 -2.26658 -1.97036 -0.31 -0.09 -2.03
H 0.99145 -2.63195 -0.55756 2.16 1.18 -0.63
O 3.18869 0.07668 0.28197 0.01 2.26 -0.31
H 2.59549 -0.54175 -0.08589 -1.21 -1.44 -0.89
H 3.93730 -0.40064 0.50148 2.46 -1.52 0.53

33
Properties=species:S:1:pos:R:3:forces:R:3 method="wB97M-V/def2-TZVPD" orbital_gap_ev=9.408 fmax_ev_per_a=2.3
C 1.14947 2.40118 -1.74213 -0.02 1.39 0.07
C 1.41718 1.12475 -1.54597 -0.23 -0.24 0.79
C 0.84264 0.34838 -0.39444 -0.50 0.17 -1.35
C 1.54411 0.12913 0.70316 0.48 0.28 0.45
C -0.58732 -0.13246 -0.56993 0.35 -0.69 0.33
C -0.79555 -1.68803 -0.75257 -0.23 2.28 0.08
C -0.79014 -1.92955 -2.26748 -1.95 -0.61 0.68
N -2.03419 -2.00258 -0.06384 -0.38 -0.34 0.77
H 0.43611 2.96958 -1.14782 0.02 -0.52 0.47
H 1.63073 3.11389 -2.40635 0.16 -0.76 -0.62
H 2.03756 0.51214 -2.18627 0.41 0.35 -0.23
H 1.30703 -0.54913 1.50498 -0.76 0.05 0.10
H 2.46780 0.65090 0.92551 0.32 -0.19 -0.54
H -1.11131 0.29647 -1.41800 0.29 0.62 -0.01
H -1.04283 0.24934 0.33672 -0.46 -0.50 -0.03
H 0.05709 -2.11425 -0.23989 -0.08 -0.71 0.08
H -1.36709 -2.84147 -2.47478 1.35 -0.77 -0.08
H 0.19748 -1.78128 -2.68460 -0.07 -0.34 -0.44
H -1.55799 -1.29803 -2.73456 0.66 0.85 0.09
H -2.12049 -2.89217 0.40288 0.26 -0.18 -0.36
H -2.90286 -1.78129 -0.52890 0.23 0.06 -0.30
O -2.48005 2.35423 1.22729 0.33 -0.14 -0.15
H -2.20306 1.44304 1.40750 -0.22 0.28 0.28
H -1.63401 2.80613 1.10995 -0.12 0.14 -0.02
O -1.54401 -0.08857 2.62745 0.16 0.12 -0.17
H -1.65871 -0.32726 3.55171 -0.21 -0.08 -0.13
H -2.06805 -0.68707 2.07602 0.12 -0.28 0.14
O 3.37365 -1.87468 0.99001 0.31 -0.37 -0.16
H 2.76477 -2.57836 0.74227 0.01 0.00 0.07
H 3.77996 -1.61994 0.15266 -0.03 0.04 0.14
O 0.92423 2.97958 1.83297 -0.19 0.35 0.12
H 0.39703 2.29975 2.26646 0.14 -0.13 -0.05
H 1.57084 2.50766 1.30000 -0.16 -0.12 -0.02

35
Properties=species:S:1:pos:R:3:forces:R:3 method="wB97M-V/def2-TZVPD" orbital_gap_ev=8.281 fmax_ev_per_a=9.2
C -1.20531 1.44583 2.78522 -0.71 1.57 0.62
C 0.11208 1.07529 2.77126 -2.50 -0.01 0.79
C 0.88010 0.50721 1.67283 2.08 -1.07 -0.33
N 0.48485 -0.33140 0.63216 -1.46 0.06 0.53
C 1.56386 -0.61160 -0.18614 1.28 0.05 1.29
C 2.74311 -0.06286 0.39535 -3.24 0.38 -0.45
C 2.26514 0.64799 1.53154 0.34 0.16 1.27
C 3.11432 1.17840 2.66629 1.95 2.23 -0.21
H -2.08258 1.37616 2.06470 1.90 -0.34 0.64
H -1.52255 2.21089 3.58033 0.52 -1.82 -0.50
H 0.53530 1.15912 3.81075 0.37 0.34 -1.61
H -0.45350 -0.82657 0.69908 1.83 0.74 -1.04
H 1.54511 -1.32636 -0.99456 -0.51 0.19 -0.02
H 3.71242 0.01937 -0.05439 0.24 -0.29 0.02
H 2.68207 2.10270 3.18970 0.19 -1.76 -0.38
H 3.40142 0.34193 3.33590 -0.46 0.69 0.01
H 4.14707 1.64208 2.35629 -1.77 -1.10 0.00
O -1.87512 2.26292 0.11599 -1.15 -5.68 -2.80
H -1.39029 1.33965 0.22971 -1.38 2.99 -0.57
H -1.39867 2.83054 0.61480 2.47 2.87 2.54
O -1.84874 0.21152 -3.98462 2.25 0.27 -2.46
H -2.41612 0.66426 -3.40428 -1.32 1.32 1.67
H -1.13928 0.85037 -4.23082 -1.01 -0.61 0.28
O 2.43027 -3.47002 0.65607 -1.12 -4.47 1.12
H 3.06767 -3.13076 0.11177 1.85 2.27 -1.56
H 1.83333 -2.94867 1.12680 -0.68 2.06 0.51
O -0.96158 -1.95795 -3.22090 -6.70 -5.59 -2.31
H -1.16074 -1.22880 -3.71282 -0.98 3.44 -1.98
H -0.24448 -1.85899 -2.78868 7.93 1.17 4.55
O -3.40500 1.63768 -2.26647 -0.23 -0.13 -0.54
H -3.21957 2.01882 -1.40388 0.16 -0.01 0.37
H -4.26961 1.21646 -2.25118 0.01 0.18 0.26
O -1.58992 -1.77299 -0.63742 -1.99 -2.99 1.85
H -1.79358 -1.88383 -1.57850 0.33 0.24 -0.55
H -2.06656 -2.61948 -0.24499 1.54 2.66 -1.01

46
Properties=species:S:1:pos:R:3:forces:R:3 method="wB97M-V/def2-TZVPD" total_charge=-1 orbital_gap_ev=7.372 fmax_ev_per_a=0.7
B 0.24040 -0.65546 0.64124 0.07 -0.10 0.08
C 0.89698 0.84009 0.89217 -0.13 -0.04 -0.04
C -0.00870 2.01660 0.51898 0.04 0.04 0.11
C -1.10123 2.39104 1.53354 0.11 0.01 -0.21
S -2.61043 1.45381 1.57541 -0.62 0.01 0.21
O -3.61627 2.31192 2.15589 0.24 -0.18 -0.25
O -2.45316 0.14452 2.12971 0.05 0.24 0.09
O -3.02136 1.33011 0.04247 0.08 0.20 0.00
H -0.68984 -0.56856 -0.18981 -0.02 0.03 0.02
H 1.10326 -1.40382 0.17800 -0.02 -0.04 -0.07
H -0.19091 -1.17101 1.66861 -0.02 0.04 -0.07
H 1.22174 0.96691 1.93779 0.03 0.04 -0.11
H 1.80280 0.92925 0.27887 -0.11 0.05 0.11
H 0.56515 2.94630 0.38207 -0.04 -0.06 0.06
H -0.47668 1.81825 -0.45442 0.05 0.06 0.05
H -0.74677 2.34269 2.56781 0.08 0.02 -0.08
H -1.46778 3.40168 1.33897 -0.02 -0.06 0.10
H -2.32805 0.85955 -0.46081 0.15 -0.29 0.16
C -4.04061 -1.10546 -3.26795 -0.05 0.03 0.07
N -2.67833 -0.93671 -2.68875 0.03 0.04 0.03
O -2.24824 0.19378 -2.58412 -0.03 0.18 -0.10
O -2.09331 -1.94058 -2.36615 -0.03 -0.22 -0.10
H -4.43239 -0.12392 -3.50525 0.01 0.00 0.01
H -3.93756 -1.73100 -4.14969 0.00 -0.02 0.02
H -4.64212 -1.61071 -2.51798 0.00 -0.01 -0.01
C -1.14444 0.11477 5.25942 -0.16 0.04 0.00
N 0.10697 0.75165 5.75132 -0.08 0.02 0.05
O -0.00109 1.63519 6.58512 0.01 0.04 0.00
O 1.15554 0.35069 5.30397 0.07 -0.04 -0.02
H -1.97218 0.57873 5.78261 0.01 -0.02 0.00
H -1.22421 0.26369 4.18542 0.12 -0.09 -0.08
H -1.07346 -0.94716 5.47448 0.06 -0.01 -0.07
C 4.94756 1.67251 -2.65493 -0.03 0.01 -0.05
N 4.00303 0.97358 -1.73597 0.06 0.06 -0.01
O 3.04567 0.42354 -2.23037 -0.05 -0.06 -0.04
O 4.27501 1.01568 -0.55642 0.05 -0.03 0.01
H 4.58470 1.55577 -3.66922 0.00 0.00 0.01
H 4.97798 2.71467 -2.35139 0.01 -0.01 0.02
H 5.92333 1.21625 -2.51790 0.00 0.01 0.02
C 1.00115 -3.18479 -2.20374 -0.06 0.05 0.04
N 1.74635 -4.07172 -3.13742 -0.04 0.03 0.02
O 1.12358 -4.62078 -4.02824 -0.01 -0.02 -0.05
O 2.94046 -4.20193 -2.96159 0.08 -0.01 0.00
H -0.03826 -3.18596 -2.50094 0.00 0.03 0.04
H 1.13935 -3.56269 -1.19534 0.03 0.03 0.00
H 1.43639 -2.19096 -2.25545 0.03 0.00 0.03